Entry 1:
# C11H15N3O

An isolated molecule of C11H15N3O (ωB97M-V/def2-TZVPD, OMol25).

XYZ file:
```
30
Properties=species:S:1:pos:R:3
O 5.64 -0.28 -0.10
N 0.27 -0.36 0.28
N -0.62 1.67 -0.02
N 1.76 1.48 0.12
C 4.51 -1.13 -0.07
C -1.10 -0.48 0.19
C -1.68 0.79 -0.01
C 2.90 0.70 0.56
C -3.85 -0.15 -0.06
C -3.28 -1.41 0.14
C -1.92 -1.60 0.26
C 3.21 -0.41 -0.44
C 0.52 0.91 0.15
C -5.34 -0.03 -0.19
C -3.04 0.97 -0.13
H -3.94 -2.27 0.19
H -5.64 1.01 -0.35
H 2.70 0.24 1.54
H 2.39 -1.12 -0.46
H -5.70 -0.62 -1.03
H 4.66 -1.99 -0.75
H 1.78 2.46 0.35
H 3.75 1.37 0.65
H 4.45 -1.50 0.95
H 5.72 0.09 -0.99
H -5.83 -0.40 0.71
H -0.66 2.66 -0.18
H -1.50 -2.58 0.42
H 3.31 0.03 -1.44
H -3.47 1.96 -0.29
```

Results
**Structure (SMILES)**: Cc1ccc2nc(NCCCO)[nH]c2c1
**HOMO**: -7.583 eV
**LUMO level**: 0.7 eV
**Strongest force on any atom**: 0.774 eV/Å
**Kohn-Sham gap**: 8.3 eV
**Charge**: 0
**ΔE to the lowest compared entry with this formula, charge and spin**: 0.00 kcal/mol

Entry 2:
# C11H15N3O5P

A cluster of 2 separate species, C11H15N3O5P in total at a distorted geometry (ωB97M-V/def2-TZVPD, OMol25).

XYZ file:
```
35
Properties=species:S:1:pos:R:3
P 1.22 0.53 1.88
O 3.73 5.98 -1.63
O 1.94 -1.02 1.54
O 0.86 0.56 3.62
O 2.15 1.78 1.61
O 2.04 4.73 -2.53
N -0.64 -4.12 2.00
N -0.83 -2.76 -1.83
N -4.28 0.62 1.68
C 2.90 4.15 -0.41
C 0.24 -2.91 -2.91
C -1.47 -1.72 0.44
C -0.96 -3.03 1.34
C -4.30 -2.23 -0.60
C -3.05 0.22 1.49
C -0.49 0.81 1.02
C 2.89 5.04 -1.64
C -0.47 -1.63 -0.85
C -1.53 -0.40 1.39
C -3.05 -2.08 0.03
H -0.92 1.79 1.53
H -0.58 -0.63 -1.48
H 2.68 4.75 0.48
H -1.70 -2.49 -2.37
H 0.33 -4.07 -3.12
H -5.22 -2.48 -1.31
H 0.61 1.53 3.86
H 1.28 -2.47 -2.62
H -1.24 -0.76 2.49
H 1.70 -1.65 2.31
H 3.88 3.69 -0.30
H 2.15 3.36 -0.48
H -0.40 1.06 -0.12
H 0.67 -1.78 -0.61
H -0.15 -2.39 -3.90
```

Results
**HOMO**: -3.665 eV
**LUMO level**: 1.4 eV
**Strongest force on any atom**: 12.579 eV/Å
**Kohn-Sham gap**: 5.0 eV
**Charge**: -1